Here is a 12-piece molecular cluster, C48H121N17O12 overall in a non-equilibrium geometry from the Open Molecules 2025 dataset. Energies are from ωB97M-V/def2-TZVPD.

```
! wB97M-V def2-TZVPD RIJCOSX def2/J DEFGRID3
* xyz -1 2
C -2.829 -6.268 4.091
C -2.605 -4.836 3.371
C -3.387 -3.949 4.336
C -3.020 -2.475 4.285
C -1.449 -2.271 4.405
C -0.601 -3.151 3.302
N -1.153 -4.506 3.373
O -0.416 -5.468 2.573
C -0.647 -2.575 1.848
C 0.802 -3.226 3.817
C -3.179 -4.856 1.988
H -2.366 -7.009 3.439
H -3.900 -6.448 4.186
H -2.356 -6.123 5.062
H -4.422 -4.070 4.017
H -3.384 -4.270 5.378
H -3.590 -1.891 5.007
H -3.166 -2.070 3.284
H -1.068 -2.390 5.419
H -1.302 -1.202 4.251
H -0.015 -3.186 1.203
H -1.691 -2.473 1.552
H -0.283 -1.550 1.783
H 0.821 -3.842 4.716
H 1.477 -3.694 3.100
H 1.213 -2.220 3.911
H -2.600 -5.528 1.354
H -3.096 -3.892 1.486
H -4.225 -5.162 2.034
H 0.110 -5.948 3.217
C -8.546 2.026 2.346
C -7.308 2.511 3.190
C -7.493 2.075 4.667
C -7.110 0.570 4.773
C -5.688 0.378 4.385
C -5.302 0.806 2.956
N -6.030 2.134 2.577
O -5.741 2.613 1.354
C -3.752 1.003 2.947
C -5.626 -0.329 1.971
C -7.326 4.036 3.195
H -8.438 2.476 1.359
H -9.485 2.481 2.660
H -8.497 1.002 1.978
H -6.749 2.559 5.300
H -8.535 2.306 4.889
H -7.792 -0.074 4.218
H -7.242 0.303 5.822
H -5.499 -0.693 4.453
H -5.032 0.844 5.120
H -3.393 1.922 3.411
H -3.230 0.171 3.422
H -3.385 0.992 1.921
H -5.475 -0.165 0.904
H -5.239 -1.288 2.317
H -6.686 -0.584 1.948
H -6.456 4.511 3.647
H -8.233 4.365 3.703
H -7.291 4.417 2.174
H -5.059 3.282 1.446
C 3.281 3.539 0.947
C 3.483 2.381 1.888
C 2.080 1.974 2.473
C 2.106 0.626 3.043
C 2.670 -0.438 2.080
C 4.111 -0.109 1.629
N 4.207 1.294 1.164
O 5.466 1.649 0.805
C 5.183 -0.492 2.752
C 4.312 -0.965 0.384
C 4.404 2.861 3.086
H 2.416 4.104 1.293
H 2.962 3.158 -0.023
H 4.054 4.280 0.744
H 1.745 2.657 3.253
H 1.360 2.050 1.657
H 1.133 0.250 3.360
H 2.638 0.594 3.994
H 1.976 -0.676 1.274
H 2.808 -1.336 2.682
H 6.130 0.048 2.718
H 4.791 -0.629 3.760
H 5.463 -1.530 2.573
H 3.921 -0.480 -0.511
H 5.390 -0.991 0.225
H 3.998 -2.009 0.367
H 3.860 3.475 3.803
H 5.159 3.601 2.820
H 4.928 2.077 3.632
H 5.360 2.038 -0.066
C -0.976 0.978 -0.123
C 0.230 0.885 -1.030
C 0.644 -0.558 -1.396
O 1.832 -0.471 -2.245
C 2.555 -1.730 -2.450
N -0.088 1.589 -2.237
H -1.172 2.018 0.134
H -0.733 0.450 0.799
H -1.860 0.588 -0.628
H 1.173 1.280 -0.652
H -0.075 -1.002 -2.084
H 0.747 -1.290 -0.594
H 2.928 -2.263 -1.575
H 3.394 -1.467 -3.095
H 1.933 -2.433 -3.002
H -0.462 0.837 -2.799
H 0.831 1.728 -2.633
C -1.495 4.423 2.445
C -3.034 4.640 2.285
C -3.505 6.068 2.257
O -3.204 6.667 3.549
C -3.334 8.136 3.503
N -3.418 3.957 1.094
H -0.898 4.904 1.670
H -1.138 3.417 2.225
H -1.091 4.719 3.413
H -3.405 4.208 3.214
H -4.595 6.082 2.244
H -3.163 6.606 1.373
H -3.296 8.486 4.534
H -4.283 8.361 3.014
H -2.503 8.599 2.971
H -2.816 4.263 0.343
H -3.171 2.998 1.293
C 2.092 -4.475 -8.220
C 3.289 -4.783 -7.363
C 3.189 -4.362 -5.883
O 2.967 -2.924 -5.819
C 4.105 -2.166 -6.098
N 3.636 -6.193 -7.370
H 1.132 -4.762 -7.791
H 2.203 -4.879 -9.226
H 1.972 -3.408 -8.410
H 4.113 -4.256 -7.845
H 3.922 -4.714 -5.156
H 2.244 -4.733 -5.486
H 4.731 -1.860 -5.260
H 3.863 -1.175 -6.481
H 4.687 -2.600 -6.911
H 3.517 -6.439 -8.343
H 2.906 -6.713 -6.905
C 8.768 -0.077 -1.133
C 8.668 -0.889 -2.402
C 7.194 -1.114 -2.843
O 7.217 -2.157 -3.819
C 6.757 -3.378 -3.243
N 9.424 -0.310 -3.488
H 8.129 0.806 -1.157
H 9.827 0.046 -0.906
H 8.402 -0.703 -0.320
H 9.057 -1.897 -2.256
H 6.836 -0.264 -3.424
H 6.487 -1.212 -2.018
H 6.903 -4.197 -3.947
H 5.695 -3.285 -3.018
H 7.358 -3.666 -2.380
H 10.377 -0.571 -3.276
H 9.345 0.697 -3.485
C 4.763 2.382 -2.507
O 5.831 2.781 -2.001
N 3.927 1.616 -1.854
N 4.407 2.665 -3.757
H 4.002 1.386 -0.873
H 3.051 1.399 -2.308
H 5.085 2.985 -4.434
H 3.519 2.444 -4.185
C -0.865 5.126 -1.163
O -1.953 4.951 -1.628
N 0.089 4.226 -1.215
N -0.465 6.206 -0.594
H 1.012 4.304 -0.813
H -0.182 3.343 -1.623
H -1.021 7.040 -0.719
H 0.538 6.317 -0.643
C 0.045 -1.126 -5.239
O -0.835 -0.500 -4.732
N 1.249 -0.641 -5.424
N 0.102 -2.410 -5.552
H 1.414 0.348 -5.302
H 1.990 -1.310 -5.577
H -0.537 -3.155 -5.314
H 1.067 -2.658 -5.719
C -4.155 0.735 -2.227
O -4.341 -0.228 -1.484
N -4.540 1.879 -1.787
N -3.758 0.642 -3.453
H -4.811 1.870 -0.814
H -4.389 2.685 -2.378
H -3.436 -0.220 -3.869
H -3.194 1.442 -3.702
C -2.869 -3.277 -2.239
O -2.452 -4.293 -2.690
N -4.065 -2.806 -2.371
N -2.120 -2.483 -1.502
H -4.777 -3.240 -2.941
H -4.309 -1.938 -1.917
H -1.284 -2.883 -1.099
H -2.723 -1.759 -1.140
*
```

Values from the calculation:
E_LUMO (alpha / beta)   1.97 / 1.96 eV
Strongest force on any atom   5.8 eV/Å
E_HOMO (alpha / beta)   0.10 / -6.03 eV
Expectation value of S²   0.75
Gap between HOMO and LUMO (alpha / beta)   1.8753 / 7.9955 eV
Calculated total energy   -3735.040243 Eh



Here is one molecule with the formula C3H2IN in a non-equilibrium geometry from the Open Molecules 2025 dataset. Energies are from ωB97M-V/def2-TZVPD.

```
! wB97M-V def2-TZVPD RIJCOSX def2/J DEFGRID3
* xyz 0 1
C -1.768 -0.037 0.009
C -0.517 -0.647 0.115
C 0.751 0.551 -0.025
N -2.847 0.347 -0.103
I 2.693 -0.064 0.008
H -0.399 -1.601 -0.249
H 0.333 1.438 0.294
*
```

Values from the calculation:
E_LUMO (alpha / beta)   -1.39 / -1.09 eV
SMILES   N#C/C=C/I
Strongest force on any atom   8.5 eV/Å
E_HOMO (alpha / beta)   -9.10 / -9.51 eV
Gap between HOMO and LUMO (alpha / beta)   7.7130 / 8.4149 eV
Calculated total energy   -467.817889 Eh
ΔE to the lowest compared entry with this formula, charge and spin   57.78 kcal per mole



Here is C3H2CuFO3 as an isolated structure in a non-equilibrium geometry from the Open Molecules 2025 dataset. Energies are from ωB97M-V/def2-TZVPD.

```
! wB97M-V def2-TZVPD RIJCOSX def2/J DEFGRID3
* xyz 0 1
O 1.050 -0.449 1.742
C 0.276 0.578 1.662
C -0.919 0.665 1.015
H 0.599 1.545 2.100
H -1.602 1.509 0.966
F -1.476 -0.522 0.521
Cu 0.369 -1.832 0.310
O 0.532 1.836 -1.858
O 0.631 -0.450 -1.487
C 0.497 0.702 -1.621
*
```

Values from the calculation:
E_LUMO   -0.87 eV
Strongest force on any atom   1.3 eV/Å
E_HOMO   -7.75 eV
Gap between HOMO and LUMO   6.8778 eV
Calculated total energy   -2081.534970 Eh
ΔE to the lowest compared entry with this formula, charge and spin   0.00 kcal per mole



Here is one molecule with the formula C2H4O4 in a non-equilibrium geometry from the Open Molecules 2025 dataset. Energies are from ωB97M-V/def2-TZVPD.

```
! wB97M-V def2-TZVPD RIJCOSX def2/J DEFGRID3
* xyz 0 1
C -0.237 0.650 -0.928
C 0.020 -0.507 0.175
O -0.643 0.717 0.416
O -1.258 0.562 -1.801
O 1.383 -1.026 2.043
O 1.221 -0.733 0.525
H 0.540 1.355 -1.229
H -0.780 -1.295 -0.101
H -2.239 0.548 -1.474
H 1.992 -0.271 2.375
*
```

Values from the calculation:
E_LUMO   0.28 eV
SMILES   OO[C@H]1O[C@@H]1O
Strongest force on any atom   6.5 eV/Å
E_HOMO   -9.59 eV
Gap between HOMO and LUMO   9.8699 eV
Calculated total energy   -379.377331 Eh
ΔE to the lowest compared entry with this formula, charge and spin   138.75 kcal per mole



Here is C39H38Cl2FN7O5RuS3 as an isolated structure in a non-equilibrium geometry from the Open Molecules 2025 dataset. Energies are from ωB97M-V/def2-TZVPD.

```
! wB97M-V def2-TZVPD RIJCOSX def2/J DEFGRID3
* xyz 1 2
Ru 0.455 2.176 -0.803
C -0.226 6.739 5.623
C -0.123 5.433 4.885
C -0.409 5.358 3.527
C -0.293 4.159 2.841
C 0.104 3.020 3.521
C 0.380 3.068 4.880
C 0.272 4.273 5.551
S 0.217 1.462 2.664
O 1.612 1.128 2.463
O -0.547 0.495 3.407
N -0.395 1.743 1.203
C -1.720 1.845 0.897
C -2.823 1.660 1.750
C -4.084 1.820 1.220
C -4.245 2.153 -0.126
C -3.112 2.328 -0.892
N -1.890 2.187 -0.388
H -0.798 7.466 5.048
H 0.770 7.149 5.803
H -0.708 6.608 6.592
H -0.719 6.245 2.987
H -0.513 4.123 1.786
H 0.672 2.163 5.397
H 0.494 4.315 6.610
H -2.656 1.391 2.781
H -4.955 1.682 1.849
H -5.226 2.276 -0.561
H -3.167 2.589 -1.943
Cl -0.242 4.720 -1.509
C 0.449 5.797 -0.341
C -0.019 7.096 -0.258
C 0.524 7.954 0.681
C 1.509 7.502 1.546
C 1.955 6.195 1.463
Cl 3.135 5.639 2.591
C 1.454 5.310 0.497
S 2.111 3.702 0.368
H -0.798 7.424 -0.934
H 0.178 8.976 0.746
H 1.929 8.166 2.289
F -0.051 -4.542 1.601
C -0.279 -4.153 0.325
C -0.241 -2.819 0.026
C -0.422 -2.384 -1.285
C -0.364 -0.939 -1.572
O -0.119 -0.163 -0.646
C -0.615 -0.584 -2.938
C -0.795 -1.566 -3.857
N -0.804 -2.900 -3.597
C -0.978 -3.849 -4.669
C -2.292 -4.569 -4.804
C -1.896 -3.527 -5.804
C -0.645 -3.331 -2.294
C -0.712 -4.688 -1.956
C -0.527 -5.123 -0.653
N -0.638 -6.507 -0.371
C 0.143 -7.460 -1.139
C -0.774 -8.649 -1.489
N -1.875 -8.675 -0.474
C -1.328 -8.451 0.899
C -0.877 -6.980 0.986
C -0.769 0.842 -3.493
O -1.388 0.928 -4.549
O -0.263 1.820 -2.855
H -0.053 -2.091 0.806
H -0.959 -1.271 -4.883
H -0.071 -4.400 -4.896
H -3.071 -4.306 -4.100
H -2.282 -5.610 -5.100
H -2.430 -2.587 -5.786
H -1.594 -3.844 -6.791
H -0.932 -5.411 -2.729
H 1.015 -7.806 -0.570
H 0.516 -7.000 -2.049
H -0.238 -9.595 -1.452
H -1.226 -8.538 -2.472
H -2.412 -9.538 -0.537
H -2.490 -7.883 -0.676
H -0.505 -9.148 1.047
H -2.097 -8.669 1.636
H 0.000 -6.916 1.635
H -1.661 -6.369 1.430
C 5.316 2.427 -2.056
N 4.852 1.906 -0.787
C 5.513 2.045 0.419
C 4.707 1.539 1.373
N 3.579 1.076 0.741
C 3.655 1.324 -0.577
S 2.507 0.905 -1.776
H 6.384 2.248 -2.153
H 5.122 3.498 -2.115
H 4.782 1.930 -2.860
H 6.482 2.506 0.486
H 4.826 1.472 2.439
H 2.723 0.838 1.248
*
```

Values from the calculation:
E_LUMO (alpha / beta)   -3.18 / -3.18 eV
Strongest force on any atom   2.0 eV/Å
E_HOMO (alpha / beta)   -8.90 / -8.87 eV
Expectation value of S²   0.77
Gap between HOMO and LUMO (alpha / beta)   5.7167 / 5.6908 eV
Calculated total energy   -4577.929986 Eh
ΔE to the lowest compared entry with this formula, charge and spin   51.12 kcal per mole



Here is C8H21O6PSi as an isolated structure in a non-equilibrium geometry from the Open Molecules 2025 dataset. Energies are from ωB97M-V/def2-TZVPD.

```
! wB97M-V def2-TZVPD RIJCOSX def2/J DEFGRID3
* xyz 0 1
O -3.284 -0.005 0.246
O 0.395 -0.196 -1.220
O 2.609 -1.140 0.034
O 2.685 1.228 -1.505
O -1.890 -1.741 1.703
O -1.586 0.819 1.992
C -0.191 0.504 -2.254
C 2.481 -2.139 -0.906
C 3.703 0.805 -2.286
C -1.543 -2.243 0.470
C -1.234 1.460 0.825
C 0.110 2.164 0.889
C 1.344 1.132 1.055
C -4.044 -0.176 2.909
Si 1.782 0.208 -0.456
P -2.731 -0.285 1.648
H 0.526 0.581 -3.083
H -1.077 0.043 -2.667
H -0.425 1.523 -1.960
H 3.432 -2.661 -1.078
H 1.885 -2.934 -0.543
H 2.150 -1.646 -1.804
H 3.671 1.343 -3.221
H 4.723 1.026 -1.881
H 3.747 -0.224 -2.442
H -0.666 -1.691 0.058
H -2.470 -2.285 -0.173
H -1.261 -3.279 0.658
H -2.059 2.193 0.744
H -1.300 0.788 0.012
H 0.307 2.650 -0.045
H 0.094 2.882 1.640
H 0.945 0.290 1.666
H 2.236 1.509 1.602
H -4.369 0.887 3.168
H -4.927 -0.615 2.423
H -3.766 -0.774 3.783
*
```

Values from the calculation:
E_LUMO   0.85 eV
Strongest force on any atom   4.6 eV/Å
E_HOMO   -10.04 eV
Gap between HOMO and LUMO   10.8855 eV
Calculated total energy   -1399.834671 Eh
ΔE to the lowest compared entry with this formula, charge and spin   23.02 kcal per mole



Here is C17H13BrN2RhS5 as an isolated structure from the Open Molecules 2025 dataset. Energies are from ωB97M-V/def2-TZVPD.

```
! wB97M-V def2-TZVPD RIJCOSX def2/J DEFGRID3
* xyz 1 1
Rh 0.556 1.120 -0.217
Br 0.273 0.830 2.293
C -0.816 -0.734 2.102
C -1.379 -1.271 3.215
C -2.133 -2.456 3.072
C -2.251 -3.042 1.844
C -1.646 -2.479 0.692
C -1.741 -3.116 -0.569
C -1.126 -2.570 -1.656
C -0.422 -1.347 -1.548
C -0.338 -0.677 -0.360
C -0.919 -1.265 0.800
H -1.251 -0.810 4.185
H -2.597 -2.898 3.942
H -2.811 -3.961 1.730
H -2.297 -4.041 -0.647
H -1.180 -3.059 -2.620
H 0.028 -0.946 -2.445
N 3.150 0.053 -1.313
C 4.188 -0.783 -1.150
C 4.060 -1.346 0.098
C 2.895 -0.786 0.629
N 2.354 0.069 -0.231
H 2.942 0.642 -2.101
H 4.929 -0.909 -1.921
H 4.714 -2.062 0.561
H 2.429 -0.966 1.582
C 1.017 4.754 -1.248
S 0.735 3.671 0.181
C -0.771 2.817 -0.180
C -1.051 2.171 -1.402
S 0.207 1.717 -2.465
S -2.692 1.618 -1.602
C -3.321 2.193 -0.072
S -4.827 1.916 0.429
S -2.128 3.020 0.908
H 1.659 5.552 -0.883
H 0.068 5.172 -1.574
H 1.491 4.210 -2.057
*
```

Values from the calculation:
E_LUMO   -3.95 eV
Strongest force on any atom   0.3 eV/Å
E_HOMO   -11.15 eV
Gap between HOMO and LUMO   7.2080 eV
Calculated total energy   -5440.413072 Eh
ΔE to the lowest compared entry with this formula, charge and spin   0.00 kcal per mole



Here is C35H48AsI2N3O3OsS3Si2 as an isolated structure from the Open Molecules 2025 dataset. Energies are from ωB97M-V/def2-TZVPD.

```
! wB97M-V def2-TZVPD RIJCOSX def2/J DEFGRID3
* xyz 2 1
Os 0.310 0.749 -0.346
O 0.380 0.785 1.808
S 0.166 1.178 3.250
C 1.855 1.509 3.852
C 2.824 1.872 2.725
C 3.619 0.645 2.269
C 4.634 0.956 1.173
S 3.916 0.838 -0.506
O 2.425 1.008 -0.312
C 4.229 -0.887 -0.820
C 3.347 -1.867 -0.394
C 3.644 -3.196 -0.662
C 4.808 -3.528 -1.343
C 5.681 -2.534 -1.766
C 5.391 -1.202 -1.512
C -0.551 2.790 3.414
C -1.360 2.924 4.538
C -1.879 4.169 4.858
C -1.590 5.256 4.048
C -0.800 5.101 2.915
C -0.272 3.864 2.579
H 2.163 0.592 4.358
H 1.752 2.290 4.605
H 3.507 2.648 3.073
H 2.278 2.282 1.874
H 2.924 -0.120 1.914
H 4.152 0.224 3.124
H 5.469 0.256 1.168
H 5.030 1.968 1.261
H 2.445 -1.590 0.137
H 2.969 -3.977 -0.334
H 5.037 -4.565 -1.547
H 6.582 -2.794 -2.304
H 6.058 -0.420 -1.856
H -1.576 2.061 5.158
H -2.501 4.287 5.734
H -1.989 6.231 4.295
H -0.590 5.955 2.289
H 0.315 3.741 1.678
I 0.500 5.994 -0.815
C 0.488 4.478 -2.223
C 0.511 4.818 -3.591
C 0.554 3.862 -4.567
I 0.623 4.459 -6.560
C 0.571 2.489 -4.207
C 0.681 1.412 -5.112
C 0.748 0.132 -4.638
C 0.653 -0.098 -3.261
N 0.494 0.875 -2.389
C 0.502 2.173 -2.835
C 0.486 3.163 -1.818
O 0.501 2.761 -0.547
H 0.508 5.864 -3.865
H 0.736 1.613 -6.173
H 0.871 -0.708 -5.306
H 0.715 -1.099 -2.862
S -1.912 1.777 -0.264
C -3.388 0.889 -0.091
N -4.409 1.586 0.391
C -5.774 1.067 0.510
C -5.981 -0.028 -0.519
C -4.874 -1.059 -0.385
N -3.577 -0.379 -0.438
H -4.219 2.540 0.657
H -6.464 1.893 0.349
H -5.931 0.686 1.522
H -5.961 0.403 -1.521
H -6.951 -0.499 -0.374
H -4.909 -1.773 -1.207
H -4.966 -1.613 0.552
H -2.787 -0.858 -0.834
C 0.507 -4.486 1.176
Si -0.265 -2.891 1.773
C -2.050 -3.073 2.299
C 0.740 -2.210 3.181
As -0.362 -1.471 -0.163
Si -1.201 -2.874 -1.933
C 0.199 -3.777 -2.784
C -2.138 -1.709 -3.077
C -2.373 -4.132 -1.211
H 0.076 -5.319 1.738
H 1.582 -4.481 1.365
H 0.351 -4.690 0.116
H -2.128 -3.665 3.214
H -2.655 -3.562 1.535
H -2.483 -2.090 2.500
H 0.912 -3.025 3.890
H 0.206 -1.420 3.706
H 1.714 -1.835 2.864
H 1.142 -3.231 -2.852
H -0.125 -4.015 -3.801
H 0.403 -4.723 -2.280
H -1.748 -1.754 -4.095
H -2.086 -0.665 -2.759
H -3.191 -1.995 -3.124
H -1.912 -4.753 -0.442
H -2.688 -4.796 -2.021
H -3.272 -3.678 -0.790
*
```

Values from the calculation:
E_LUMO (alpha / beta)   -6.62 / -6.37 eV
Strongest force on any atom   1.0 eV/Å
E_HOMO (alpha / beta)   -12.01 / -12.01 eV
Gap between HOMO and LUMO (alpha / beta)   5.3900 / 5.6377 eV
Calculated total energy   -6447.474557 Eh
ΔE to the lowest compared entry with this formula, charge and spin   24.47 kcal per mole



What is the formula in the third record?
C3H2CuFO3